[1]
72
Properties=species:S:1:pos:R:3:lowdin_charge:R:1 method="wB97M-V/def2-TZVPD" spin_multiplicity=4 orbital_gap_ev="6.211 / 4.919" charge=+4 total_energy_ev=-62773.5022 e_above_lowest_kj_mol=0.00 homo_ev="-20.59 / -20.59" s2=3.79 lumo_ha="-0.529 / -0.576"
Re 0.219 -0.019 0.281 0.8828
P -0.042 1.892 1.601 0.7010
P 1.868 -1.242 1.212 0.6043
P -1.815 -0.864 1.374 0.7311
H -1.574 1.403 -2.977 0.0361
C -2.520 1.715 -2.501 -0.0330
C -2.545 2.766 -1.613 -0.0225
H -1.678 3.407 -1.492 0.0288
C 0.722 3.504 1.132 -0.2047
C 0.543 1.658 3.309 -0.2155
C -1.730 2.540 2.029 -0.1970
C 2.643 -2.277 -0.112 -0.1530
C 3.155 -0.244 1.984 -0.1551
C 1.227 -2.135 2.585 -0.2071
C -3.359 -0.052 0.741 -0.1890
C -1.941 -0.746 3.218 -0.1954
C -2.120 -2.574 1.075 -0.2315
H -3.177 0.828 -2.352 0.0514
H -3.156 2.688 -0.715 0.0433
H 0.164 4.016 0.340 0.0481
H 1.760 3.380 0.792 0.0298
H 0.732 4.163 2.025 0.1027
H 1.621 1.820 3.348 0.0556
H 0.287 0.649 3.637 0.0248
H 0.023 2.400 3.926 0.0878
H -2.167 3.109 1.204 0.0533
H -1.598 3.189 2.909 0.0910
H -2.422 1.744 2.317 0.0094
H 1.837 -2.762 -0.701 0.0562
H 3.200 -2.930 0.569 0.0858
H 3.270 -1.648 -0.787 0.0848
H 3.641 -1.035 2.567 0.0954
H 2.691 0.512 2.642 0.0434
H 3.802 0.213 1.226 0.0612
H 2.114 -2.733 2.814 0.0896
H 0.356 -2.752 2.335 0.0518
H 0.988 -1.438 3.407 0.0712
H -4.237 -0.686 0.999 0.1014
H -3.328 0.070 -0.357 0.0217
H -3.552 0.952 1.149 0.0445
H -2.930 -1.123 3.518 0.0936
H -1.794 0.260 3.625 0.0406
H -1.176 -1.407 3.641 0.0466
H -2.645 -3.025 1.926 0.0978
H -1.187 -3.121 0.916 0.0505
H -2.720 -2.701 0.173 0.0532
C -0.567 -1.728 -2.196 -0.2745
C 0.498 -2.397 -2.919 0.0504
C 0.209 -3.676 -3.362 0.0313
C -1.058 -4.218 -3.203 0.0826
C -2.109 -3.421 -2.779 0.0351
C -1.883 -2.180 -2.257 0.0225
O -0.468 -0.788 -1.279 -0.3326
H 1.731 -0.505 -0.457 -0.0236
H 1.472 -1.931 -3.105 0.1135
H 1.003 -4.257 -3.815 0.1535
H -1.259 -5.266 -3.424 0.1662
H -3.131 -3.746 -2.824 0.1503
H -2.655 -1.578 -1.775 0.1225
C 0.934 2.964 -2.161 -0.1935
P 1.498 1.362 -1.406 0.8042
C 2.054 0.612 -2.966 -0.2125
C 3.068 1.930 -0.651 -0.2272
H 0.564 3.691 -1.434 0.0244
H 1.776 3.449 -2.677 0.0950
H 0.130 2.816 -2.887 0.0524
H 2.588 1.361 -3.578 0.1017
H 2.740 -0.218 -2.745 0.0514
H 1.202 0.224 -3.547 0.0639
H 3.330 2.939 -0.995 0.0911
H 3.016 1.952 0.438 0.0141
H 3.865 1.242 -0.933 0.0711



[2]
13
Properties=species:S:1:pos:R:3:nbo_charge:R:1 method="wB97M-V/def2-TZVPD" orbital_gap_ev="7.007 / 7.006" total_energy_ev=-9269.0469 e_above_lowest_kj_mol=429.84 homo_ev="-6.68 / -6.68" lumo_ha="0.012 / 0.012"
N -0.140 -0.191 -2.462 -0.8887
C 0.063 -0.085 -1.079 0.1513
C 1.080 -0.512 -0.115 -0.2465
C 0.577 -0.292 1.196 -0.4344
C -0.680 0.254 1.047 0.5266
O -1.594 0.691 1.942 -0.6447
N -0.970 0.413 -0.277 -0.5632
H 0.691 -0.653 -2.856 0.3225
H 1.064 0.779 -1.336 0.3733
H 1.942 -1.109 -0.368 0.2410
H 1.094 -0.454 2.133 0.2306
H -1.257 0.501 2.834 0.4969
H -1.872 0.659 -0.658 0.4353



[3]
8
Properties=species:S:1:pos:R:3:nbo_charge:R:1 method="wB97M-V/def2-TZVPD" orbital_gap_ev=9.681 total_energy_ev=-19986.0295 e_above_lowest_kj_mol=179.49 homo_ev=-9.95 lumo_ha=-0.010
N -1.348 -0.236 -0.333 -1.0446
N 1.217 0.963 0.187 0.3700
O 0.686 2.049 0.122 -0.3313
O 2.404 0.719 0.378 -0.3714
O 0.504 -1.731 0.860 -0.8506
S 0.317 -0.803 -0.257 1.4144
H -2.016 -0.570 0.359 0.4076
H -1.764 -0.390 -1.316 0.4058